Computed, not measured: an isolated molecule of C2H8N2O2S at a distorted geometry, with wB97M-V/def2-TZVPD.

* energy: -739.119051 hartree
* HOMO-LUMO gap: 0.3596 Ha
* SMILES string: C[C@H](N)S(N)(=O)=O

```
15
C2H8N2O2S, DFT wB97M-V/def2-TZVPD
C 0.081 -1.464 -0.704
C -0.573 -0.682 0.398
N -1.935 -0.546 0.524
S 0.228 1.178 -0.191
N 1.731 1.191 0.607
O -0.691 2.240 0.080
O 0.598 1.115 -1.568
H 0.110 -0.849 -1.551
H 1.108 -1.568 -0.266
H -0.295 -2.402 -0.888
H -0.058 -0.898 1.363
H -2.187 0.364 1.027
H -2.354 -0.809 -0.383
H 2.312 1.579 -0.027
H 1.926 1.551 1.578
```

Computed, not measured: a 2-piece molecular cluster, C2H8N2O2S overall at a distorted geometry, with wB97M-V/def2-TZVPD.

* energy: -739.027257 hartree
* HOMO-LUMO gap: 0.3219 Ha

```
15
C2H8N2O2S, DFT wB97M-V/def2-TZVPD
C 1.949 -0.055 -0.720
C -3.023 -0.700 -0.493
N 2.956 0.666 -0.078
N 2.763 1.409 0.836
O -0.702 1.205 1.361
O -1.814 0.024 -0.716
S -1.281 1.460 0.025
H 2.208 -1.064 -0.359
H 0.909 0.058 -0.290
H 2.060 -0.004 -1.737
H -3.941 -0.004 -0.323
H -3.025 -1.307 0.354
H -3.270 -1.202 -1.391
H -2.578 1.997 0.354
H 1.718 1.502 1.176
```

Computed, not measured: C2H8N2O5PS2 as an isolated structure, with wB97M-V/def2-TZVPD.

* energy: -1704.458221 hartree
* HOMO-LUMO gap: 0.3258 Ha
* net charge: -1

```
20
C2H8N2O5PS2, DFT wB97M-V/def2-TZVPD
N -1.894 3.347 0.049
P -1.911 1.835 -0.348
S -1.385 0.336 1.116
O -2.071 0.752 2.319
O -1.775 -0.943 0.550
N 0.168 0.609 1.125
S 1.213 -0.561 1.424
O 0.820 -1.406 2.524
O 2.530 0.035 1.446
C 1.209 -1.584 -0.035
C 1.561 -0.793 -1.300
O 0.543 -0.851 -2.297
H -1.638 3.476 1.022
H -1.063 1.479 -1.412
H -3.153 1.337 -0.796
H 1.964 -2.339 0.186
H 0.238 -2.066 -0.135
H 2.504 -1.168 -1.710
H 1.697 0.259 -1.063
H 0.572 -1.726 -2.706
```

Computed, not measured: a 2-piece molecular cluster, C2H8N2O6S2 overall at a distorted geometry, with wB97M-V/def2-TZVPD.

* energy: -1438.254820 hartree
* HOMO-LUMO gap (alpha / beta): 0.2939 / 0.2940 Ha

```
20
C2H8N2O6S2, DFT wB97M-V/def2-TZVPD
C 0.449 1.823 -0.548
C 0.301 0.383 -0.915
N 2.565 -0.427 0.377
N -2.286 -1.453 0.909
O 0.312 -0.837 1.481
O 0.891 -2.047 -0.575
O -2.995 -0.072 -1.064
O -2.137 1.072 0.959
O 0.465 1.972 0.836
O 0.375 -0.016 -2.186
S 0.961 -0.835 0.202
S -2.060 -0.040 0.033
H 1.416 2.196 -0.918
H -0.348 2.413 -1.029
H 3.198 -1.196 0.223
H 2.738 0.062 1.243
H -1.599 -1.524 1.649
H -2.313 -2.279 0.330
H -0.434 1.790 1.178
H 0.503 -0.986 -2.185
```